[1]
C4H4I2 in the gas phase in a non-equilibrium geometry. Source: the OMol25 dataset; level of theory: wB97M-V/def2-TZVPD.

strongest force on any atom = 6.4 eV/Å
HOMO-LUMO gap = 8.70 eV
SMILES string = I[C@H]1[C@@H]2[C@@H](I)[C@H]12

Atoms and positions in Å:
I1 0.861 -2.114 -2.229
C1 0.599 -0.314 -1.050
C2 -0.604 -0.259 -0.235
C3 -0.334 0.734 0.840
I2 -1.921 1.078 2.210
C4 0.453 -0.452 0.837
H1 1.124 0.665 -1.228
H2 -1.675 -0.557 -0.281
H3 -0.088 1.707 0.467
H4 0.703 -1.160 1.476

---

[2]
A molecular structure, C40H38ClCsN12O6. Source: the OMol25 dataset; level of theory: wB97M-V/def2-TZVPD.

strongest force on any atom = 1.0 eV/Å
HOMO-LUMO gap = 8.40 eV

Atoms and positions in Å:
Cs1 1.142 -0.506 0.361
C1 0.338 3.636 0.758
C2 0.015 2.908 2.030
C3 0.473 3.390 3.255
C4 0.191 2.689 4.407
C5 -0.571 1.536 4.320
C6 -1.005 1.123 3.068
N1 -0.700 1.785 1.949
C7 -1.853 -0.099 2.924
C8 -2.756 -0.452 3.923
C9 -3.540 -1.576 3.745
C10 -3.401 -2.311 2.581
C11 -2.477 -1.891 1.631
N2 -1.723 -0.804 1.799
C12 -2.319 -2.641 0.343
C13 -2.564 -4.008 0.282
C14 -2.463 -4.638 -0.944
C15 -2.108 -3.887 -2.051
C16 -1.848 -2.528 -1.897
C17 -1.472 -1.690 -3.085
N3 -1.957 -1.918 -0.715
H1 0.441 4.704 0.944
H2 -0.441 3.475 0.005
H3 1.285 3.266 0.355
H4 1.060 4.299 3.285
H5 0.561 3.030 5.365
H6 -0.795 0.953 5.203
H7 -2.862 0.164 4.804
H8 -4.264 -1.865 4.496
H9 -4.021 -3.177 2.397
H10 -2.809 -4.566 1.174
H11 -2.654 -5.700 -1.035
H12 -2.027 -4.342 -3.031
H13 -1.003 -2.299 -3.860
H14 -0.790 -0.892 -2.789
H15 -2.368 -1.227 -3.509
C18 -2.652 2.853 -4.573
N4 -1.961 2.353 -3.402
C19 -0.711 1.883 -3.299
N5 -0.504 1.402 -2.092
C20 -1.704 1.599 -1.477
N6 -2.617 2.162 -2.238
C21 -3.513 1.780 -5.195
C22 -4.894 1.895 -5.221
C23 -5.676 0.883 -5.773
C24 -5.078 -0.263 -6.268
C25 -3.690 -0.390 -6.213
C26 -2.917 0.636 -5.699
C27 -3.068 -1.643 -6.630
N7 -3.630 -2.689 -7.134
N8 -2.633 -3.655 -7.238
C28 -1.554 -3.111 -6.789
O1 -1.751 -1.836 -6.391
C29 -0.241 -3.720 -6.598
C30 -0.085 -5.078 -6.874
C31 1.129 -5.688 -6.619
C32 2.186 -4.953 -6.089
C33 2.039 -3.596 -5.836
C34 3.206 -2.797 -5.306
N9 2.811 -1.722 -4.420
C35 2.270 -1.783 -3.197
N10 1.942 -0.583 -2.773
C36 2.321 0.210 -3.802
N11 2.837 -0.431 -4.831
C37 0.821 -2.982 -6.093
H16 -1.886 3.209 -5.263
H17 -3.268 3.703 -4.284
H18 -0.005 1.930 -4.114
H19 -1.861 1.336 -0.444
H20 -5.363 2.777 -4.803
H21 -6.753 0.983 -5.797
H22 -5.666 -1.075 -6.674
H23 -1.839 0.522 -5.662
H24 -0.923 -5.638 -7.265
H25 1.255 -6.743 -6.820
H26 3.131 -5.440 -5.880
H27 3.727 -2.311 -6.130
H28 3.913 -3.448 -4.789
H29 2.137 -2.713 -2.661
H30 2.235 1.283 -3.780
H31 0.696 -1.924 -5.892
O2 4.161 -0.445 0.508
Cl1 3.904 0.823 1.168
O3 5.129 1.455 1.545
O4 3.154 1.666 0.254
O5 3.078 0.561 2.333
C38 2.813 -5.404 -1.953
N12 2.470 -4.535 -0.847
C39 3.548 -3.906 -0.095
C40 1.188 -4.286 -0.510
O6 0.866 -3.552 0.410
H32 3.304 -6.315 -1.604
H33 3.492 -4.896 -2.643
H34 1.910 -5.678 -2.500
H35 4.420 -4.558 -0.109
H36 3.229 -3.747 0.931
H37 3.824 -2.935 -0.515
H38 0.456 -4.790 -1.160

---

[3]
A molecular structure, C38H45BCeF2N5S2 in a non-equilibrium geometry. Source: the OMol25 dataset; level of theory: wB97M-V/def2-TZVPD.

strongest force on any atom = 11.6 eV/Å
HOMO-LUMO gap (spin up / spin down) = 5.32 / 6.07 eV
2S+1 = 2

Atoms and positions in Å:
Ce1 -0.440 -0.005 0.341
S1 -0.057 4.931 0.341
C1 1.570 4.180 0.341
C2 2.795 4.848 0.341
C3 3.977 4.089 0.341
C4 3.917 2.682 0.341
C5 2.675 2.028 0.341
C6 1.520 2.804 0.341
N1 0.270 2.292 0.341
C7 -0.680 3.226 0.341
C8 -2.114 2.852 0.341
C9 -3.212 3.856 0.341
C10 -4.492 3.440 0.341
C11 -4.806 1.988 0.341
C12 -3.813 1.081 0.341
C13 -2.444 1.494 0.341
H1 2.834 5.929 0.341
H2 4.937 4.588 0.341
H3 4.831 2.103 0.341
H4 2.619 0.947 0.341
H5 -2.992 4.919 0.341
H6 -5.300 4.166 0.341
H7 -5.840 1.659 0.341
H8 -4.033 0.021 0.341
C14 -2.716 -0.662 4.282
C15 -1.799 0.521 4.413
C16 -2.092 1.525 5.348
C17 -1.261 2.636 5.478
C18 -0.133 2.761 4.671
C19 0.183 1.768 3.732
C20 1.391 1.932 2.852
C21 -0.636 0.626 3.624
N2 -0.321 -0.371 2.688
C22 0.415 -1.393 3.020
C23 0.984 -1.644 4.399
C24 0.774 -2.420 1.919
C25 1.669 -3.570 2.326
N3 0.285 -2.237 0.726
C26 0.588 -3.122 -0.320
C27 -0.230 -4.244 -0.564
C28 -1.428 -4.529 0.298
C29 0.099 -5.125 -1.604
C30 1.202 -4.879 -2.419
C31 1.987 -3.748 -2.207
C32 1.682 -2.856 -1.169
C33 2.531 -1.631 -0.966
H9 -3.659 -0.497 4.814
H10 -2.243 -1.555 4.702
H11 -2.966 -0.843 3.231
H12 -2.978 1.451 5.974
H13 -1.502 3.413 6.199
H14 0.494 3.644 4.769
H15 1.851 2.918 2.982
H16 1.112 1.840 1.797
H17 2.145 1.177 3.097
H18 0.608 -0.949 5.151
H19 2.073 -1.543 4.363
H20 0.720 -2.652 4.730
H21 2.583 -3.183 2.784
H22 1.970 -4.197 1.485
H23 1.139 -4.204 3.042
H24 -2.007 -3.618 0.477
H25 -1.110 -4.952 1.256
H26 -2.102 -5.245 -0.186
H27 -0.512 -6.005 -1.792
H28 1.443 -5.563 -3.229
H29 2.833 -3.560 -2.863
H30 3.257 -1.509 -1.776
H31 3.087 -1.707 -0.026
H32 1.907 -0.731 -0.950
F1 2.893 -0.435 1.515
B1 2.171 -0.005 0.341
F2 2.893 0.426 -0.834
C34 -2.794 -0.833 -4.311
N4 -1.605 -0.195 -4.867
C35 -1.858 0.644 -6.035
C36 -0.439 -0.006 -4.107
S2 -0.440 -0.005 -2.418
N5 0.728 0.182 -4.868
C37 1.926 0.800 -4.307
C38 0.967 -0.629 -6.058
H33 -3.375 -1.278 -5.125
H34 -3.400 -0.082 -3.796
H35 -2.520 -1.629 -3.613
H36 -2.681 1.328 -5.803
H37 -2.146 0.002 -6.873
H38 -0.994 1.250 -6.315
H39 1.664 1.587 -3.594
H40 2.507 1.252 -5.116
H41 2.526 0.033 -3.808
H42 0.099 -1.230 -6.342
H43 1.793 -1.318 -5.853
H44 1.244 0.032 -6.884
H45 -2.199 -1.283 0.341

---

[4]
A molecular structure, C38H47IN6O5PTi in a non-equilibrium geometry. Source: the OMol25 dataset; level of theory: wB97M-V/def2-TZVPD.

strongest force on any atom = 1.1 eV/Å
HOMO-LUMO gap = 6.89 eV
charge = +1

Atoms and positions in Å:
Ti1 -0.256 0.215 0.125
C1 -4.384 -1.134 -0.970
O1 -4.173 -2.216 -0.061
C2 -3.730 -1.913 1.190
C3 -4.431 -2.466 2.250
C4 -4.051 -2.262 3.574
C5 -2.972 -1.454 3.848
C6 -2.240 -0.890 2.797
C7 -1.239 0.104 3.088
N1 -0.503 0.641 2.183
N2 0.145 1.825 2.555
C8 0.299 2.539 1.487
O2 -0.061 2.077 0.294
C9 0.743 3.940 1.574
C10 0.599 4.765 0.465
C11 0.977 6.097 0.537
C12 1.499 6.605 1.719
C13 1.629 5.784 2.832
C14 1.250 4.454 2.765
C15 -2.575 -1.160 1.460
O3 -1.792 -0.699 0.476
H1 -5.215 -0.513 -0.625
H2 -4.647 -1.588 -1.921
H3 -3.490 -0.530 -1.090
H4 -5.299 -3.066 2.007
H5 -4.622 -2.709 4.375
H6 -2.676 -1.245 4.868
H7 -1.181 0.517 4.094
H8 0.172 4.360 -0.442
H9 0.863 6.741 -0.326
H10 1.802 7.642 1.773
H11 2.025 6.184 3.756
H12 1.336 3.807 3.627
O4 2.728 -0.506 -2.560
C16 2.006 -0.419 -1.585
N3 0.677 -0.135 -1.577
C17 0.108 0.174 -2.883
C18 -1.000 1.159 -2.698
C19 -1.415 2.033 -3.694
C20 -2.449 2.908 -3.423
C21 -3.030 2.904 -2.159
C22 -2.555 2.015 -1.223
N4 -1.570 1.151 -1.490
C23 2.568 -0.585 -0.201
C24 3.902 -0.873 -0.024
C25 4.397 -0.967 1.266
C26 3.533 -0.753 2.328
C27 2.207 -0.471 2.067
N5 1.719 -0.406 0.823
H13 -0.294 -0.733 -3.351
H14 0.879 0.559 -3.552
H15 -0.917 2.026 -4.654
H16 -2.796 3.597 -4.182
H17 -3.833 3.581 -1.906
H18 -2.966 1.977 -0.220
H19 4.513 -1.013 -0.905
H20 5.439 -1.202 1.443
H21 3.875 -0.798 3.352
H22 1.516 -0.303 2.877
N6 4.619 2.714 -1.415
C28 3.276 2.732 -1.309
O5 2.664 2.157 -0.425
C29 2.518 3.563 -2.323
I1 2.853 2.954 -4.340
H23 5.144 2.156 -0.764
H24 5.092 3.098 -2.214
H25 2.805 4.610 -2.266
H26 1.459 3.449 -2.130
C30 -1.820 -5.278 -0.668
C31 -1.398 -3.814 -0.820
C32 -1.801 -3.220 -2.176
P1 0.327 -3.256 -0.449
C33 0.829 -4.151 1.103
C34 -0.109 -3.705 2.228
C35 1.005 -5.668 1.092
C36 1.403 -3.940 -1.808
C37 2.892 -3.910 -1.394
C38 1.045 -5.287 -2.442
H27 -2.822 -5.401 -1.088
H28 -1.884 -5.559 0.383
H29 -1.161 -5.984 -1.167
H30 -1.969 -3.257 -0.077
H31 -1.181 -3.582 -2.997
H32 -1.723 -2.130 -2.152
H33 -2.837 -3.478 -2.403
H34 1.811 -3.716 1.323
H35 -1.123 -4.085 2.082
H36 -0.167 -2.615 2.284
H37 0.244 -4.076 3.193
H38 0.060 -6.193 0.965
H39 1.432 -5.990 2.046
H40 1.687 -5.992 0.307
H41 1.274 -3.187 -2.594
H42 3.054 -3.568 -0.372
H43 3.324 -4.909 -1.467
H44 3.466 -3.254 -2.049
H45 1.157 -6.116 -1.744
H46 1.723 -5.468 -3.281
H47 0.032 -5.310 -2.839

---

[5]
A molecular structure, C7H11InNP in a non-equilibrium geometry. Source: the OMol25 dataset; level of theory: wB97M-V/def2-TZVPD.

strongest force on any atom = 4.5 eV/Å
HOMO-LUMO gap (spin up / spin down) = 3.54 / 3.55 eV

Atoms and positions in Å:
C1 0.384 -2.375 -1.558
C2 0.450 -3.352 -0.577
C3 -0.848 -3.604 -0.033
C4 -1.825 -2.780 -0.672
C5 -1.228 -1.968 -1.624
In1 0.509 1.633 -0.953
P1 2.147 3.191 -2.146
H1 1.144 -1.918 -2.187
H2 1.368 -3.849 -0.265
H3 -1.063 -4.325 0.757
H4 -1.630 -1.218 -2.300
H5 -2.891 -2.781 -0.447
H6 1.583 3.797 -3.322
H7 3.333 2.534 -2.626
H8 2.638 4.301 -1.374
C6 -0.782 2.266 3.675
C7 -0.478 1.825 2.341
N1 -0.230 1.483 1.257
H9 -1.492 3.104 3.634
H10 0.140 2.597 4.174
H11 -1.227 1.440 4.246

---

[6]
A gas-phase ion, C4H8NO2 (charge +1) in a non-equilibrium geometry. Source: the OMol25 dataset; level of theory: wB97M-V/def2-TZVPD.

strongest force on any atom = 7.5 eV/Å
HOMO-LUMO gap = 7.26 eV
SMILES string = C=[NH+]C/C(O)=C\O
charge = +1

Atoms and positions in Å:
C1 1.343 1.086 0.935
N1 1.574 0.500 -0.162
C2 0.637 -0.125 -1.062
C3 -0.498 -0.890 -0.378
O1 -0.598 -2.240 -0.491
C4 -1.511 -0.253 0.328
O2 -1.498 0.974 0.620
H1 2.192 1.473 1.502
H2 0.314 1.297 1.080
H3 2.628 0.387 -0.526
H4 1.265 -0.808 -1.720
H5 0.167 0.673 -1.708
H6 -1.298 -2.524 0.121
H7 -2.233 -0.873 0.794
H8 -2.484 1.321 0.669